Entry from the OMol25 dataset: the ion C5H13N2O with charge -1 (ωB97M-V/def2-TZVPD).

Output
**E_LUMO**: 3.5 eV
**Total charge**: -1
**SMILES**: CNC[C@@H](C)NC[O-]
**Multiplicity**: 1

XYZ file:
```
21
Properties=species:S:1:pos:R:3:forces:R:3:lowdin_charge:R:1
C -3.15639 0.41057 -0.06042 0.01 0.35 0.90 -0.18
N -1.86951 -0.03509 -0.50213 -0.10 0.07 -0.91 -0.14
C -0.75364 0.73175 0.00334 0.19 -0.34 0.32 -0.24
C 0.58533 0.03233 -0.27895 0.53 0.10 0.23 -0.43
C 1.63676 1.03609 -0.78770 -0.48 0.31 -0.04 -0.07
N 1.03160 -0.72111 0.88107 -1.26 -0.25 -0.26 -0.05
C 2.09325 -1.75796 0.63482 0.87 0.31 0.45 -0.57
O 3.35754 -1.35157 0.78895 -0.36 0.01 -0.11 -0.36
H -3.97690 -0.19519 -0.44219 0.07 -0.02 -0.18 0.07
H -3.29263 1.45329 -0.35600 -0.15 -0.01 -0.35 0.07
H -3.26539 0.45962 1.04636 0.07 -0.27 -0.11 0.07
H -1.70673 -1.02603 -0.41640 -0.03 -0.04 0.33 0.10
H -0.85161 0.83187 1.09041 0.13 0.17 0.27 0.10
H -0.76128 1.74712 -0.40463 -0.16 -0.03 -0.25 0.10
H 0.40772 -0.72276 -1.04793 0.00 0.13 -0.22 0.12
H 1.62188 1.92882 -0.14263 0.23 -0.23 0.06 0.07
H 1.36842 1.40352 -1.78651 0.10 -0.12 -0.07 0.06
H 2.62611 0.58079 -0.77672 -0.01 0.01 0.03 0.06
H 1.23119 -0.09013 1.64682 0.54 -0.18 0.04 0.09
H 1.85343 -2.10391 -0.40300 -0.17 -0.12 -0.04 0.08
H 1.82086 -2.61197 1.31343 -0.04 0.11 -0.09 0.06
```
Forces are in eV/Å.


Entry from the OMol25 dataset: a cluster of 2 separate species, C5H13N2O in total (ωB97M-V/def2-TZVPD).

Output
**E_LUMO (alpha / beta)**: 6.3 / 6.3 eV
**Total charge**: -2
**Expectation value of S²**: 0.7508
**Multiplicity**: 2

XYZ file:
```
21
Properties=species:S:1:pos:R:3:forces:R:3:lowdin_spin:R:1
C 0.21249 1.03197 1.47358 0.61 -0.50 0.09 0.00
O 1.03304 0.04728 1.05383 0.07 0.10 0.21 0.00
C -0.24885 0.79538 2.92025 -0.18 0.07 0.36 0.00
N -1.37921 1.66710 3.35637 0.26 -0.05 -0.05 0.00
H 0.72693 2.02708 1.46002 -0.38 0.27 -0.07 0.00
H -0.72769 1.10947 0.86829 -0.06 0.24 -0.09 0.00
H -0.49147 -0.27207 2.98614 -0.09 0.00 -0.07 0.00
H 0.58974 0.96873 3.60361 0.04 0.03 -0.06 0.00
H -2.07956 1.65803 2.62091 0.01 -0.06 -0.01 0.00
H -1.80820 1.24714 4.17261 -0.14 0.04 -0.01 0.00
C 1.29841 -0.14977 -1.97755 0.07 0.05 0.43 0.08
C 0.14329 -1.05474 -2.29559 0.04 -0.09 -0.08 0.17
C 0.21592 -2.39057 -2.17851 -0.04 -0.12 -0.18 0.16
N -1.02224 -0.39589 -2.63955 -0.54 0.26 -0.22 0.12
H 1.30953 0.12567 -0.89023 -0.19 -0.17 -0.48 0.00
H 1.24546 0.76135 -2.58282 0.00 0.03 -0.02 0.05
H 2.23887 -0.65617 -2.21331 0.01 -0.06 0.01 0.02
H -0.63095 -3.04312 -2.37211 0.04 0.15 0.02 0.06
H 1.13119 -2.84597 -1.82955 0.12 -0.01 0.01 0.02
H -0.92776 0.52697 -3.05486 0.24 0.02 0.05 0.14
H -1.71414 -0.92188 -3.17492 0.11 -0.19 0.16 0.17
```
Forces are in eV/Å.


Entry from the OMol25 dataset: a cluster of 2 separate species, C5H13N2O in total (ωB97M-V/def2-TZVPD).

Output
**E_LUMO (alpha / beta)**: -6.1 / -6.7 eV
**Total charge**: +1
**Multiplicity**: 1

XYZ file:
```
21
Properties=species:S:1:pos:R:3:forces:R:3:lowdin_charge:R:1
C -0.33392 1.72468 0.95641 3.71 -1.49 -1.95 -0.23
C -0.72368 1.41210 -1.37973 0.81 -1.26 0.13 -0.10
C -1.65889 1.99137 2.92354 -1.75 1.08 2.35 -0.09
C 2.07830 -3.54138 -2.14956 -3.80 -1.46 -0.80 0.02
C 1.43041 -1.78263 -0.54070 2.73 -3.30 -3.78 0.28
N -1.19644 1.52600 0.00754 -1.47 0.55 -1.69 -0.08
N -0.39820 1.94968 2.20697 -2.49 0.91 2.08 -0.06
O 1.49562 -2.30577 -1.76258 -1.28 3.25 4.15 -0.06
H -0.79286 0.37004 -1.77917 0.47 0.37 0.60 0.07
H -1.35693 1.91813 -2.07119 -0.54 0.95 -0.24 0.07
H 0.27531 1.82977 -1.38992 0.20 -0.23 -0.42 0.07
H -1.64829 2.41269 4.00291 0.65 -0.33 -1.87 0.11
H -1.96374 0.98807 3.07983 -0.58 -1.17 0.10 0.06
H -2.52901 2.50243 2.45273 1.08 -0.11 -0.22 0.09
H 2.95708 -3.33218 -2.65669 2.24 -0.04 -0.13 0.09
H 1.35136 -3.82862 -2.98574 1.03 0.01 1.11 0.15
H 1.89228 -4.24293 -1.32879 1.18 -0.07 -0.32 0.12
H 0.81213 -0.94768 -0.53550 -1.01 1.66 0.51 0.07
H 2.12368 -2.15407 0.26514 -1.10 0.17 -0.67 0.16
H -2.16063 1.78817 -0.15636 -0.79 0.18 1.64 0.13
H 0.34643 1.72213 2.84087 0.69 0.34 -0.56 0.12
```
Forces are in eV/Å.


Ordered F_max results: 1.3, 0.8, 5.7; unit eV Å⁻¹.